a) Density functional theory data (ωB97M-V/def2-TZVPD) for a molecular structure, C6H15N.

Properties
LUMO energy (eV): 0.01
HOMO-LUMO gap (eV): 7.19
HOMO level (eV): -7.2

The geometry in ORCA input format:
```
! RIJCOSX wB97M-V def2-TZVPD def2/J DEFGRID3
* xyz 0 1
H -0.39896 0.35145 -0.43608
H -1.34775 -1.53084 -0.01120
H 2.28456 -1.02426 2.44505
C 1.42847 -0.22640 0.61764
H -12.30561 2.42146 3.12987
H -1.30315 0.35552 -2.19802
H 3.73502 0.52977 -0.94483
H 0.60500 -0.98028 0.62270
C -0.82196 -1.50630 -1.02239
C 2.57994 -0.80950 1.39528
C 2.80272 1.01088 -1.16662
H -0.91853 -2.42826 -1.63998
H 1.77466 -0.83147 -1.45179
C -0.61950 -0.18852 -1.53470
H 2.93679 -1.73708 0.93283
H 2.59182 1.93684 -0.54309
H 1.09099 0.75989 1.00955
H 2.78669 1.28619 -2.21258
H 3.49796 -0.10162 1.44989
N 0.40981 0.72022 -1.21606
H -12.41827 1.92199 3.65210
C 1.60930 0.07034 -0.87757
*
```

=====

b) Density functional theory data (ωB97M-V/def2-TZVPD) for a single C6H15N molecule.

Properties
LUMO energy (eV): 1.16
SMILES string: CCCCN(C)C
HOMO-LUMO gap (eV): 9.25
HOMO level (eV): -8.1

The geometry in ORCA input format:
```
! RIJCOSX wB97M-V def2-TZVPD def2/J DEFGRID3
* xyz 0 1
H -2.40454 -0.63698 1.50465
H 0.89076 2.48109 0.47795
H -0.43423 0.71291 1.43353
H 2.38085 2.10327 -0.36917
N -0.51130 -1.28363 0.80019
C -1.82653 -1.54883 1.38921
C -0.19118 -2.14304 -0.37429
H -1.63116 -1.98301 2.39404
C -0.26625 0.12090 0.53258
H 0.30546 1.63472 -2.27962
H -0.38161 -1.55155 -1.28091
C 1.10998 0.41791 -0.12543
H 1.21513 -0.12773 -1.06088
H -0.92745 0.58880 -0.22354
H -2.35976 -2.30356 0.81873
H 0.87206 -2.37387 -0.28313
H -0.26188 3.09064 -1.42967
C 1.31021 1.91606 -0.37796
H 1.27098 3.11718 -2.16401
C 0.60077 2.44451 -1.60646
H 1.88662 0.07591 0.57110
H -0.74621 -3.08107 -0.34754
*
```

=====

c) Density functional theory data (ωB97M-V/def2-TZVPD) for a single C6H15N molecule.

Properties
LUMO energy (eV): 1.10
SMILES string: CCN(CC)CC
HOMO-LUMO gap (eV): 8.64
HOMO level (eV): -7.5

The geometry in ORCA input format:
```
! RIJCOSX wB97M-V def2-TZVPD def2/J DEFGRID3
* xyz 0 1
H -0.46077 -1.55690 2.21634
H -1.99467 -1.32746 1.44404
H -1.45214 1.71279 -1.21312
H 0.52531 2.53330 -2.61401
N -0.44223 0.21300 -0.21158
H -1.55392 1.12630 1.14844
C -0.72872 0.41941 1.24944
C 1.20020 -1.83093 0.30372
C 0.60985 1.64003 -1.97306
H 1.71460 -1.27251 1.10111
H 0.48503 0.86638 -2.73651
H 1.63004 1.68099 -1.61325
H 2.07936 -2.21520 -0.20285
H -0.30322 -1.52516 -1.23417
H 0.59161 -2.64539 0.65217
C 0.40345 -0.91403 -0.65253
C -0.42263 1.54093 -0.87685
C -1.20051 -0.80151 1.97767
H 0.06792 1.04350 1.69944
H -0.26880 2.25794 -0.06484
H -1.61833 -0.45457 2.93741
H 1.13857 -0.49090 -1.33701
*
```

=====

Decreasing stability: b), c), a)

=====

a) Density functional theory data (ωB97M-V/def2-TZVPD) for a single C6H15N molecule.

Properties
LUMO energy (eV): 1.21
SMILES string: CCCN(C)CC
HOMO-LUMO gap (eV): 9.98
HOMO level (eV): -8.8

The geometry in ORCA input format:
```
! RIJCOSX wB97M-V def2-TZVPD def2/J DEFGRID3
* xyz 0 1
C 1.37451 -0.68961 0.83162
C -0.59257 0.49624 0.13371
H -1.29660 0.49365 -0.70752
H -3.44277 0.76586 1.93374
H 0.97219 -1.94099 -2.40410
H 1.82318 0.74036 -1.17678
H -2.88284 1.62733 0.48121
C -1.43227 0.25991 1.35940
H 2.49387 -1.61798 -1.65215
H 2.08364 -0.81596 -3.26415
C 1.73788 -1.17231 -2.30436
C -2.59815 1.26434 1.47174
H -0.81732 0.37194 2.25817
N 0.41644 -0.55523 -0.25840
C 1.10358 -0.03684 -1.45893
H -2.23616 2.14788 1.99346
H 2.21795 -1.28148 0.46864
H 0.30961 0.34737 -2.10339
H 1.74369 0.20623 1.35076
H 0.90987 -1.30760 1.61000
H -0.05604 1.45083 0.09852
H -1.83170 -0.75392 1.33880
*
```

=====

b) Density functional theory data (ωB97M-V/def2-TZVPD) for a single C6H15N molecule.

Properties
LUMO energy (eV): 1.14
SMILES string: CCCC[C@H](C)N
HOMO-LUMO gap (eV): 10.11
HOMO level (eV): -9.0

The geometry in ORCA input format:
```
! RIJCOSX wB97M-V def2-TZVPD def2/J DEFGRID3
* xyz 0 1
C 0.48418 -2.54296 1.65520
H 1.02860 -2.06337 2.46156
H -1.28304 -0.47943 1.49580
H -1.03379 2.74881 -2.36742
H -0.30659 -2.26455 -0.25466
H 0.07922 2.18584 0.40341
H 0.72520 2.27690 -2.13404
N 1.56802 -1.33350 -0.16529
C -0.44701 -0.30306 0.81782
C 0.25809 -1.64688 0.45000
H -0.39819 0.07154 -1.40445
H -1.88355 0.07473 -0.64200
H -1.48158 2.49953 -0.00036
C -0.63711 1.91453 -0.39054
H -0.00536 3.69798 -1.54602
H 0.23803 0.25610 1.45310
H -0.46460 -2.97251 1.98624
H 1.41700 -1.22946 -1.15747
C -0.85182 0.42192 -0.48622
H 2.10771 -0.54421 0.17572
H 1.08016 -3.39223 1.31369
C -0.19356 2.62427 -1.66408
*
```

=====

Decreasing stability: b), a)

=====

a) Density functional theory data (ωB97M-V/def2-TZVPD) for 2 unconnected molecules or ions with the total composition C6H15N.

Properties
LUMO energy (eV): 0.85
SMILES string: C1CCCC1.CN
HOMO-LUMO gap (eV): 9.76
HOMO level (eV): -8.9

The geometry in ORCA input format:
```
! RIJCOSX wB97M-V def2-TZVPD def2/J DEFGRID3
* xyz 0 1
H 4.89854 0.50245 -1.57961
H 3.77414 -1.85984 -2.91798
H 3.78047 -1.08773 -0.75514
H -0.76990 1.81977 1.04042
H -3.03138 1.51959 1.67185
H 0.03042 0.62987 -0.20272
C 3.89526 -0.25003 -1.63180
H -4.05104 0.23682 1.06443
H -2.63049 -1.54567 1.48126
C -3.01033 0.57990 1.17956
H -2.31505 -0.66815 3.04829
H -0.10043 -1.21791 1.29800
H -2.54219 1.38368 -0.99222
H 5.13924 -0.41766 -3.31931
N 4.02626 -0.74649 -2.94304
H -0.34929 -0.02405 2.66492
C -2.25284 0.68592 -0.08027
C -0.75709 -0.29536 1.52579
C -2.20383 -0.55162 1.90399
C -0.77250 0.83458 0.48723
H 2.91125 0.18611 -1.65005
H -2.32016 -0.25220 -0.55784
*
```

=====

b) Density functional theory data (ωB97M-V/def2-TZVPD) for a single C6H15N molecule.

Properties
LUMO energy (eV): 1.12
SMILES string: CCN(C)C(C)C
HOMO-LUMO gap (eV): 9.45
HOMO level (eV): -8.3

The geometry in ORCA input format:
```
! RIJCOSX wB97M-V def2-TZVPD def2/J DEFGRID3
* xyz 0 1
H 1.82198 -2.31970 0.22485
H 2.75781 -0.01935 -1.00483
C 0.95241 -1.95124 -0.15570
C 1.85276 0.46025 -0.77134
H 0.83025 -2.14572 -1.25027
H -1.79973 -1.78161 -0.50878
N -0.52716 0.10088 -0.34145
H 0.92310 -0.27558 1.07837
H 0.11681 -2.52983 0.19602
H 2.10859 1.22092 -0.06323
H -1.03969 -1.00390 -2.02261
H 1.34605 0.92931 -1.56182
C 0.73704 -0.46077 0.02293
C -1.47852 -0.75381 -1.01744
H -1.10533 2.76581 1.08128
C -0.38868 1.97412 1.27301
H -2.41661 -0.19531 -0.99770
H 0.52648 2.12787 0.87380
H -0.26619 2.05899 2.33095
H -2.17816 0.84730 0.74027
C -1.13398 0.67489 0.90618
H -1.18136 -0.04602 1.72801
*
```

=====

c) Density functional theory data (ωB97M-V/def2-TZVPD) for a single C6H15N molecule.

Properties
LUMO energy (eV): 1.15
SMILES string: CC(C)C[C@H](C)N
HOMO-LUMO gap (eV): 9.95
HOMO level (eV): -8.8

The geometry in ORCA input format:
```
! RIJCOSX wB97M-V def2-TZVPD def2/J DEFGRID3
* xyz 0 1
H -2.05336 -1.94750 0.58663
H 2.54999 -0.83503 -1.05260
H 0.47332 -1.47412 0.33033
H 0.71472 0.08271 2.18069
H -0.72851 0.92581 2.72108
C -0.07926 -0.66706 -0.16880
H -0.72284 1.90254 -0.86174
N -2.22784 -1.01941 0.96077
H -0.27677 0.93709 -2.31233
C 0.89189 0.43777 -0.66808
H -2.65870 -1.01933 1.86855
H -1.45696 0.85799 0.69748
C 0.09204 1.49828 -1.45556
C -1.05494 -0.14039 0.87708
H -0.53001 -0.88425 2.89693
H -0.56395 -1.16663 -1.01122
H 0.73445 2.31598 -1.77855
H 1.50160 0.66817 0.19705
C -0.37116 -0.00142 2.28306
H 1.48918 -0.89109 -2.37696
C 1.91390 -0.18044 -1.65670
H 2.36321 0.60034 -2.25712
*
```

=====

d) Density functional theory data (ωB97M-V/def2-TZVPD) for a single C6H15N molecule.

Properties
LUMO energy (eV): 0.88
SMILES string: C[C@H](N)C(C)(C)C
HOMO-LUMO gap (eV): 10.07
HOMO level (eV): -9.2

The geometry in ORCA input format:
```
! RIJCOSX wB97M-V def2-TZVPD def2/J DEFGRID3
* xyz 0 1
H -1.09057 1.20536 -2.11188
N -1.08590 -1.68987 0.71457
H 1.85769 -0.71964 -0.72445
C 0.78387 -0.68514 1.86282
H -2.02483 -1.52515 0.35822
C -0.40409 -0.40929 0.93499
H 1.51242 -1.36815 1.41460
H -0.60003 -2.22962 -0.00061
C 0.59284 1.71522 -0.05936
H -0.03604 2.28109 0.63687
H -1.77623 -0.32152 -1.56352
C -1.31435 0.60999 -1.21905
H 0.50675 -1.35026 -1.68078
H 0.44079 -1.14200 2.79919
H 0.71482 2.32429 -0.96278
C 0.95491 -0.43759 -1.27458
C -0.03736 0.34510 -0.39089
H -1.10237 0.22288 1.49972
H 1.30203 0.23775 2.13889
H -2.05833 1.15904 -0.63132
H 1.27788 0.16922 -2.12917
H 1.58610 1.60829 0.38854
*
```

=====

Decreasing stability: d), c), b), a)